This record from the OMol25 dataset describes a molecular structure, C29H74As4CdNO6PS3Si2Te in a non-equilibrium geometry. The level of theory is ωB97M-V/def2-TZVPD.

## Properties
LUMO level (eV): 0.35
Relative energy (zero: lowest compared OMol25 entry of this formula, charge and spin) (eV): 1.006
HOMO level (eV): -7.9
Gap between HOMO and LUMO (Ha): 0.3049

CARTESIAN COORDINATES (ANGSTROEM)
Cd -2.794 1.607 0.443
C 2.817 1.312 2.199
As 1.609 -0.221 1.959
C 0.928 -0.296 3.784
C 2.994 -1.665 2.024
C 2.581 -3.168 1.869
C 2.073 -3.688 3.212
C 1.519 -3.418 0.865
As -0.321 -3.074 1.352
C -1.093 -4.817 1.855
C -0.746 -3.056 -0.530
C 3.931 -3.823 1.495
As 4.246 -5.728 0.856
C 4.382 -5.432 -1.080
C 2.434 -6.567 0.803
H 3.302 1.302 3.247
H 2.277 2.256 2.132
H 3.625 1.379 1.428
H 1.791 -0.547 4.430
H 0.084 -0.956 3.921
H 0.576 0.719 4.004
H 3.600 -1.555 2.918
H 3.648 -1.413 1.203
H 1.202 -3.138 3.539
H 2.811 -3.501 3.986
H 1.794 -4.715 3.101
H 1.515 -4.413 0.457
H 1.741 -2.763 -0.003
H -1.170 -5.507 1.030
H -2.090 -4.670 2.234
H -0.407 -5.345 2.606
H -0.177 -3.786 -1.070
H -0.569 -2.043 -0.917
H -1.777 -3.232 -0.782
H 4.618 -3.640 2.341
H 4.323 -3.295 0.648
H 5.389 -4.929 -1.275
H 3.608 -4.805 -1.504
H 4.382 -6.442 -1.499
H 2.616 -7.585 0.462
H 1.784 -6.084 0.016
H 1.955 -6.680 1.747
C 4.171 -1.123 -3.898
C 4.533 0.028 -2.968
S 3.623 0.073 -1.288
C 2.844 1.742 -1.406
C 1.796 1.753 -2.519
S 0.337 0.588 -2.146
C 0.264 -0.620 -3.458
C 1.437 -1.593 -3.515
S 2.576 -1.007 -4.827
H 4.115 -2.120 -3.521
H 4.996 -1.231 -4.627
H 4.403 1.009 -3.333
H 5.599 -0.110 -2.726
H 3.609 2.482 -1.502
H 2.333 1.982 -0.473
H 2.174 1.436 -3.495
H 1.429 2.754 -2.670
H 0.064 -0.209 -4.445
H -0.663 -1.139 -3.181
H 1.074 -2.656 -3.755
H 1.975 -1.601 -2.590
O -2.325 -0.127 2.216
H -1.526 -0.705 2.033
H -3.049 -0.729 1.999
C -5.165 -3.667 2.403
C -5.590 -2.434 1.735
O -4.656 -2.044 0.719
P -4.690 -0.791 -0.271
O -3.267 -0.506 -0.797
Te -5.480 1.214 0.957
O -5.743 -1.191 -1.410
C -5.351 -2.067 -2.536
C -5.814 -3.426 -2.275
H -5.991 -4.308 2.708
H -4.645 -3.651 3.357
H -4.537 -4.288 1.751
H -5.785 -1.575 2.385
H -6.503 -2.628 1.231
H -4.298 -2.039 -2.733
H -5.835 -1.717 -3.450
H -5.272 -3.897 -1.445
H -5.634 -4.018 -3.244
H -6.852 -3.428 -2.049
C -2.294 6.008 -1.524
Si -1.961 4.178 -1.859
C -0.833 4.222 -3.334
C -3.491 3.222 -2.486
As -0.952 3.160 0.047
Si -1.708 4.532 1.686
C -0.865 6.203 1.568
C -3.550 4.877 2.041
C -1.293 3.542 3.242
H -2.672 6.474 -2.415
H -1.474 6.562 -1.056
H -3.099 6.036 -0.782
H -1.104 5.024 -4.061
H -0.611 3.355 -3.912
H 0.160 4.550 -3.105
H -3.592 3.280 -3.611
H -4.414 3.295 -1.922
H -3.200 2.133 -2.340
H -0.514 6.372 0.551
H 0.005 6.196 2.328
H -1.521 7.010 1.847
H -4.087 3.959 2.350
H -4.133 5.375 1.327
H -3.483 5.345 2.991
H -0.278 3.136 3.127
H -2.002 2.713 3.295
H -1.351 4.252 4.075
N 2.408 5.213 0.772
C 3.319 5.370 -0.403
C 4.676 4.566 -0.221
O 5.530 4.457 -1.054
O 4.783 4.019 0.988
H 1.601 4.598 0.667
H 2.145 6.138 1.144
H 3.962 4.314 1.435
H 3.435 6.412 -0.603
H 2.766 4.909 -1.241

Löwdin population analysis, charges in e, atoms 1 to 4: number 1, Cd, carries 0.959; number 2, C, carries -0.354; number 3, As, carries 1.077; number 4, C, carries -0.348